150
Properties=species:S:1:pos:R:3 method="wB97M-V/def2-TZVPD" multiplicity=1 gap_ev=10.059 energy_ev=-167416.508 e_lumo_ev=-0.2
C -8.09 -15.00 8.56
C -8.27 -14.07 9.73
O -9.25 -14.58 10.54
H -8.20 -16.06 8.80
H -7.05 -14.87 8.24
H -8.71 -14.75 7.70
H -8.55 -13.04 9.51
H -7.37 -13.92 10.34
H -9.59 -13.79 10.96
C -4.42 -18.85 6.09
C -5.30 -17.97 5.36
N -5.97 -17.24 4.81
H -3.56 -18.23 6.35
H -4.19 -19.80 5.61
H -5.05 -19.08 6.95
C -3.62 -20.97 10.67
C -2.19 -21.17 11.00
N -1.03 -21.34 11.18
H -4.10 -21.93 10.50
H -3.60 -20.33 9.78
H -4.25 -20.35 11.31
C -6.98 -16.27 13.49
C -6.61 -17.63 13.08
N -6.33 -18.70 12.73
H -6.18 -15.93 14.15
H -7.86 -16.29 14.13
H -7.10 -15.60 12.64
C -8.66 -17.82 5.69
C -8.21 -19.11 6.20
N -7.88 -20.12 6.61
H -9.75 -17.77 5.65
H -8.51 -17.62 4.63
H -8.22 -17.05 6.32
C -4.86 -13.11 13.86
C -5.56 -11.89 13.60
N -6.10 -10.90 13.39
H -3.84 -13.07 13.49
H -5.35 -13.99 13.43
H -4.78 -13.22 14.94
C -4.86 -9.83 10.55
C -3.73 -10.69 10.86
N -2.83 -11.37 11.11
H -5.05 -9.17 11.40
H -5.78 -10.40 10.48
H -4.65 -9.16 9.72
O -4.91 -13.45 3.04
S -3.67 -12.78 3.32
O -3.46 -11.36 3.11
O -3.14 -13.15 4.82
C -3.51 -14.43 5.31
C -2.21 -15.07 5.89
C -2.33 -13.68 2.41
H -4.01 -15.14 4.65
H -4.19 -14.22 6.13
H -2.35 -16.03 6.38
H -1.62 -14.49 6.60
H -1.44 -15.34 5.16
H -2.52 -14.75 2.45
H -1.36 -13.46 2.87
H -2.26 -13.39 1.36
O -10.24 -20.15 11.72
S -9.94 -21.55 12.05
O -11.01 -22.52 12.36
O -9.01 -22.18 10.82
C -8.19 -21.30 10.05
C -7.21 -22.08 9.19
C -8.70 -21.55 13.45
H -7.71 -20.60 10.74
H -8.79 -20.65 9.41
H -6.72 -22.84 9.80
H -6.40 -21.45 8.82
H -7.73 -22.57 8.37
H -8.02 -20.70 13.32
H -8.15 -22.49 13.53
H -9.33 -21.31 14.31
O -3.10 -9.38 4.83
S -3.61 -9.55 6.21
O -4.04 -8.49 7.05
O -4.79 -10.73 6.06
C -5.66 -10.98 7.18
C -6.47 -12.27 6.92
C -2.42 -10.54 7.20
H -6.31 -10.12 7.37
H -5.01 -11.11 8.05
H -6.51 -12.87 7.83
H -6.09 -12.81 6.06
H -7.53 -12.06 6.72
H -2.18 -11.48 6.71
H -2.90 -10.72 8.16
H -1.62 -9.80 7.30
O 2.00 -15.17 9.72
S 1.95 -16.54 9.14
O 2.19 -17.73 10.00
O 0.43 -16.69 8.43
C -0.01 -17.97 7.96
C -1.46 -18.03 8.32
C 3.07 -16.68 7.73
H 0.59 -18.80 8.34
H 0.06 -18.09 6.88
H -2.09 -17.20 8.01
H -1.58 -18.10 9.40
H -1.88 -18.92 7.85
H 2.54 -17.30 7.00
H 4.05 -17.06 8.02
H 3.29 -15.67 7.38
O -3.80 -13.47 8.39
S -4.14 -14.24 9.61
O -5.17 -13.77 10.50
O -4.50 -15.78 9.09
C -5.28 -16.54 9.97
C -5.65 -17.87 9.27
C -2.61 -14.70 10.57
H -6.25 -16.10 10.21
H -4.77 -16.79 10.90
H -6.23 -17.77 8.36
H -6.13 -18.62 9.90
H -4.66 -18.28 9.05
H -2.83 -15.49 11.29
H -2.20 -13.76 10.92
H -1.89 -15.12 9.86
O 0.45 -9.92 8.66
S 1.86 -10.30 8.83
O 2.95 -9.35 8.94
O 1.92 -11.26 10.23
C 0.84 -12.16 10.33
C 0.93 -12.88 11.71
C 2.28 -11.65 7.62
H 0.87 -12.94 9.57
H -0.14 -11.69 10.36
H 0.65 -12.15 12.47
H 1.99 -13.14 11.79
H 0.21 -13.70 11.73
H 3.07 -12.30 7.99
H 2.68 -11.25 6.69
H 1.39 -12.27 7.55
O -3.41 -15.75 14.03
S -2.78 -17.03 13.85
O -2.80 -17.71 12.57
O -1.17 -16.78 14.33
C -0.14 -17.77 14.00
C 0.46 -17.58 12.52
C -3.24 -18.19 15.16
H -0.54 -18.76 14.21
H 0.69 -17.49 14.65
H 0.94 -16.61 12.50
H -0.28 -17.78 11.75
H 1.24 -18.31 12.30
H -2.62 -19.09 15.09
H -4.29 -18.48 15.16
H -2.97 -17.56 16.00

=====

154
Properties=species:S:1:pos:R:3 method="wB97M-V/def2-TZVPD" total_charge=-1 multiplicity=1 gap_ev=3.865 energy_ev=-194492.306 e_lumo_ev=1.3
C -12.11 37.36 8.88
C -11.04 37.37 7.79
C -11.60 37.31 6.34
O -10.03 38.33 7.99
H -12.77 36.49 8.82
H -12.81 38.19 8.82
H -11.65 37.38 9.86
H -10.51 36.45 8.04
H -10.99 36.80 5.59
H -11.70 38.28 5.87
H -12.60 36.87 6.32
C -11.77 30.85 10.17
C -11.64 30.29 8.73
O -11.03 29.03 8.88
S -10.15 28.93 10.25
O -8.73 28.95 9.95
O -10.61 27.88 11.12
O -10.66 30.39 10.94
H -12.76 30.64 10.56
H -11.67 31.94 10.10
H -11.16 30.92 7.97
H -12.66 30.12 8.38
O -4.51 41.41 6.81
S -4.14 41.12 5.43
O -3.81 42.14 4.45
O -2.87 40.01 5.51
C -2.79 39.07 6.58
C -1.65 39.43 7.52
C -5.39 40.01 4.77
H -2.59 38.13 6.07
H -3.72 38.91 7.14
H -1.63 40.49 7.79
H -0.67 39.28 7.06
H -1.68 38.76 8.38
H -5.20 39.97 3.70
H -6.37 40.43 4.98
H -5.30 39.00 5.19
O -16.85 34.84 13.57
S -17.92 34.53 12.62
O -19.09 35.45 12.47
O -17.22 34.35 11.19
C -18.10 34.34 10.08
C -17.64 33.43 8.95
C -18.45 32.83 12.89
H -18.17 35.40 9.88
H -19.14 34.05 10.23
H -18.27 33.59 8.07
H -17.85 32.38 9.14
H -16.70 33.78 8.52
H -18.86 32.86 13.90
H -17.62 32.13 12.83
H -19.28 32.63 12.21
O -10.74 47.25 8.38
S -10.27 46.06 7.65
O -9.80 44.88 8.30
O -11.38 45.46 6.60
C -11.20 44.15 5.98
C -11.80 44.12 4.56
C -8.99 46.65 6.40
H -11.81 43.45 6.56
H -10.17 43.79 6.00
H -12.76 44.64 4.56
H -11.87 43.09 4.21
H -11.13 44.62 3.86
H -8.54 45.74 5.99
H -8.30 47.31 6.91
H -9.61 47.03 5.59
O -4.45 36.91 -0.88
S -5.18 37.90 -1.67
O -5.45 37.64 -3.08
O -6.50 38.38 -0.91
C -7.71 38.57 -1.59
C -8.74 38.95 -0.55
C -4.33 39.48 -1.56
H -8.07 37.67 -2.09
H -7.68 39.37 -2.33
H -8.67 39.92 -0.05
H -8.79 38.19 0.23
H -9.70 38.78 -1.04
H -4.69 39.99 -2.45
H -3.27 39.32 -1.75
H -4.51 39.86 -0.55
O -19.52 37.21 1.78
S -19.30 36.34 3.00
O -18.99 34.90 3.01
O -18.31 37.06 4.06
C -18.14 38.48 3.99
C -17.70 38.97 5.36
C -20.90 36.56 3.93
H -19.03 39.06 3.73
H -17.35 38.61 3.25
H -17.21 39.94 5.27
H -17.00 38.29 5.84
H -18.57 39.07 6.01
H -20.67 36.30 4.97
H -21.63 35.86 3.53
H -21.30 37.57 3.86
O -14.30 32.65 -1.64
S -14.05 34.07 -1.63
O -12.89 34.70 -2.17
O -15.42 34.80 -2.28
C -15.42 36.17 -2.55
C -15.99 36.44 -4.00
C -14.36 34.73 0.12
H -14.49 36.74 -2.51
H -16.12 36.64 -1.87
H -17.07 36.29 -4.10
H -15.44 35.74 -4.63
H -15.71 37.45 -4.31
H -13.55 34.32 0.73
H -15.31 34.38 0.53
H -14.34 35.82 0.05
O -2.76 34.29 12.20
S -3.60 34.81 11.12
O -3.91 36.25 11.09
O -3.01 34.43 9.59
C -2.41 33.15 9.47
C -1.53 33.33 8.24
C -5.19 33.99 10.97
H -3.16 32.36 9.42
H -1.83 32.83 10.34
H -1.17 32.37 7.88
H -0.66 33.96 8.45
H -2.08 33.77 7.41
H -5.89 34.40 11.71
H -5.15 32.92 11.13
H -5.50 34.24 9.96
O -12.29 42.91 13.01
S -13.43 43.17 13.85
O -13.39 44.14 14.95
O -14.69 43.70 12.83
C -14.41 43.80 11.39
C -15.61 44.14 10.43
C -14.27 41.56 14.49
H -13.83 42.97 10.99
H -13.83 44.72 11.35
H -15.36 44.37 9.40
H -16.22 44.95 10.83
H -16.25 43.26 10.45
H -14.42 40.93 13.61
H -15.23 41.74 14.97
H -13.52 41.12 15.15
C -6.84 31.47 5.03
C -7.19 32.66 4.32
C -7.53 32.57 3.03
C -7.60 31.34 2.40
C -7.30 30.18 3.11
C -6.90 30.26 4.38
H -6.47 31.56 6.04
H -7.21 33.62 4.82
H -7.71 33.48 2.47
H -7.90 31.37 1.36
H -7.39 29.26 2.56
H -6.50 29.42 4.93